ORCA calculation (ωB97M-V/def2-TZVPD) on a structure of composition C15H24Cl4F8O3.

Summary:
- largest force on an atom (eV Å⁻¹) = 8.678
- total charge = 0
- spin multiplicity = 1
- LUMO (eV) = 0.4
- gap between HOMO and LUMO (hartree) = 0.3447
- total energy (eV) = -93901.833
- energy above the lowest of the compared OMol25 structures with the same formula, charge and spin (kcal/mol) = 309.2

Last column: Löwdin charge in e.
CARTESIAN COORDINATES (ANGSTROEM)
Cl (-19.33171, 10.71157, -8.40470)  0.59
Cl (-18.41372, 9.71581, -10.90468)  0.51
Cl (-22.06621, 10.19209, -8.44647)  0.92
Cl (-20.72660, 11.71548, -6.35972)  0.56
F (-22.98528, 9.31796, -6.85149)  -0.29
F (-24.58622, 5.47089, -2.15235)  0.10
F (-26.34073, 6.65782, -4.32488)  0.17
F (-23.96908, 4.93011, -4.17702)  0.10
F (-25.19615, 10.41970, -8.27391)  0.10
F (-25.20915, 8.25387, -3.35203)  0.13
F (-23.33465, 7.43686, -7.85684)  0.17
F (-25.40354, 8.54344, -9.29461)  0.10
O (-21.71112, 7.32473, -2.99601)  -0.17
O (-21.55769, 11.03049, -11.24517)  -0.31
O (-24.37152, 7.37062, -5.22436)  -0.07
C (-24.95922, 8.18264, -6.22788)  0.00
C (-21.66917, 13.18754, -12.08471)  -0.15
C (-21.95134, 7.45136, -5.33482)  -0.11
C (-23.94201, 8.49647, -7.36341)  -0.42
C (-22.34288, 13.22181, -10.69744)  -0.11
C (-24.18559, 5.98796, -3.34688)  -0.24
C (-24.54139, 9.29402, -8.58472)  -0.37
C (-25.10252, 7.08709, -4.03366)  -0.44
C (-21.21304, 6.70117, -4.15884)  -0.15
C (-21.85065, 11.73062, -12.45162)  -0.18
C (-22.22164, 11.74505, -10.14659)  -0.31
C (-22.37894, 8.55524, -3.31650)  -0.12
C (-21.90996, 8.86685, -4.73524)  -0.19
C (-19.76398, 10.62015, -10.13498)  -0.93
C (-21.11104, 10.06104, -6.93037)  -0.90
H (-20.59985, 13.39140, -12.14040)  0.11
H (-19.77988, 11.62168, -10.56487)  0.05
H (-21.05140, 11.37671, -13.10281)  0.13
H (-22.81781, 11.41358, -12.84173)  0.13
H (-23.75694, 9.61027, -9.27228)  0.07
H (-20.88041, 9.21828, -4.80304)  0.12
H (-22.09923, 13.95824, -9.93165)  0.11
H (-23.21633, 6.42712, -3.11072)  0.11
H (-20.74714, 10.15375, -10.19808)  -0.01
H (-22.07841, 9.31800, -2.59817)  0.14
H (-20.12381, 6.73139, -4.13089)  0.13
H (-23.20731, 11.33487, -9.92684)  0.08
H (-22.16140, 13.83918, -12.80663)  0.11
H (-23.46202, 8.43270, -3.32316)  0.09
H (-25.83707, 7.66196, -6.61048)  0.15
H (-20.16613, 9.55248, -7.12173)  -0.02
H (-23.41538, 13.38990, -10.79538)  0.10
H (-22.99420, 7.18313, -5.50391)  0.04
H (-21.70904, 11.62029, -9.19276)  -0.05
H (-21.62404, 9.53853, -6.12296)  -0.06
H (-21.62521, 5.69325, -4.20705)  0.11
H (-21.34225, 7.28586, -6.22348)  0.13
H (-22.54315, 9.58085, -5.26191)  0.11
H (-25.38259, 9.12916, -5.89179)  0.15

Cartesian forces, eV/Å:
3.87 1.57 -3.59
-0.60 -0.02 -0.49
4.17 -2.33 2.40
-0.89 -0.07 1.20
-7.56 -3.78 1.97
-1.12 0.47 -0.53
0.16 0.12 0.25
-0.78 0.43 -0.23
-0.36 0.48 1.21
-1.14 -0.89 0.27
0.24 -1.00 -0.41
-0.53 -0.92 0.26
0.04 0.53 1.27
-4.08 1.27 -0.94
-4.09 0.13 1.39
-1.10 -0.13 -0.91
-0.66 0.11 -0.04
3.24 -0.01 0.49
-2.23 1.17 0.47
-0.88 -0.89 0.49
0.94 0.01 0.80
-0.08 -0.30 -1.39
0.62 -0.56 -1.64
-1.92 0.04 -1.29
0.85 -0.72 -0.03
0.35 3.85 -3.35
1.10 0.40 -0.49
-0.31 -0.96 1.83
2.95 -0.46 1.21
1.52 0.17 0.89
-0.03 0.23 0.50
0.50 -0.39 0.49
-0.26 0.09 -0.48
-0.22 0.36 -0.09
-0.76 -0.95 0.05
0.07 0.05 1.07
0.83 0.02 -0.30
-0.26 0.18 -0.29
2.18 -0.87 0.37
-0.08 -0.09 0.10
-0.04 -0.03 -0.44
-0.30 0.07 -0.57
0.01 0.11 0.08
1.11 0.29 0.40
0.17 -0.21 -0.50
-1.01 -0.22 0.51
-0.12 0.13 -0.54
2.84 -0.81 0.17
0.69 2.53 -2.26
2.12 1.91 -2.26
0.68 -0.42 0.34
0.01 0.38 -0.23
-0.37 -0.26 2.32
0.52 0.22 0.46

ORCA calculation (ωB97M-V/def2-TZVPD) on the molecule C15H24N2O2.

Summary:
- largest force on an atom (eV Å⁻¹) = 1.521
- SMILES = CCCCCCCCC(=O)N/N=C(\C)c1ccco1
- total charge = 0
- spin multiplicity = 1
- LUMO (eV) = 0.6
- gap between HOMO and LUMO (hartree) = 0.3171
- total energy (eV) = -23019.008
- energy above the lowest of the compared OMol25 structures with the same formula, charge and spin (kcal/mol) = 81.1

Last column: Löwdin charge in e.
CARTESIAN COORDINATES (ANGSTROEM)
O (5.16129, -0.31436, -1.09992)  0.04
O (-0.62018, 3.12598, 0.56184)  0.07
N (1.26092, 2.07373, -0.00803)  0.06
N (2.21907, 1.16518, 0.22435)  0.09
C (-4.79511, -0.60710, -0.83285)  -0.28
C (-0.86306, 0.35139, 1.96360)  -0.19
C (0.21685, 2.29824, 0.85032)  -0.48
C (4.21174, -0.85370, 0.84478)  -0.01
C (0.19811, 1.45093, 2.09648)  -0.11
C (-2.95128, -1.51976, 0.63832)  -0.22
C (-1.46105, -1.83163, 0.78884)  -0.21
C (-0.54980, -0.60386, 0.81445)  -0.22
C (4.12877, -0.04595, -0.26626)  -0.23
C (3.32012, 1.68112, -1.93565)  -0.01
C (-3.28757, -0.75312, -0.63872)  -0.23
C (3.15950, 0.96201, -0.62244)  -0.25
C (5.35929, -1.65174, 0.66848)  -0.06
C (5.89406, -1.27984, -0.52910)  -0.12
C (-5.12956, 0.17949, -2.09429)  -0.12
H (-3.29845, -0.95153, 1.50285)  0.11
H (1.26524, 2.63690, -0.85927)  0.15
H (-4.70066, 1.17793, -2.04417)  0.07
H (-5.22097, -0.09775, 0.03468)  0.11
H (-0.90788, -0.20864, 2.90023)  0.12
H (2.44484, 1.51875, -2.56596)  0.09
H (-2.84224, 0.24241, -0.60121)  0.11
H (-1.31716, -2.39681, 1.71342)  0.11
H (-2.86296, -1.27851, -1.49805)  0.12
H (6.76128, -1.61607, -1.06242)  0.12
H (4.19833, 1.31533, -2.45692)  0.08
H (-3.49732, -2.46716, 0.63345)  0.11
H (-5.25142, -1.59844, -0.89071)  0.11
H (1.18216, 1.01195, 2.25025)  0.10
H (-0.63177, -0.07054, -0.13372)  0.10
H (-4.72893, -0.32109, -2.97351)  0.07
H (3.43198, 2.75336, -1.76960)  0.09
H (5.73698, -2.39854, 1.33619)  0.10
H (-1.15103, -2.47354, -0.03976)  0.11
H (-1.83200, 0.82501, 1.80177)  0.11
H (-6.20642, 0.27396, -2.21428)  0.07
H (0.48573, -0.94141, 0.90653)  0.11
H (3.53012, -0.85907, 1.66861)  0.11
H (-0.05957, 2.09649, 2.93740)  0.12

Cartesian forces, eV/Å:
-0.19 0.40 -0.36
-0.18 0.05 0.01
0.30 0.54 -1.08
0.62 -0.62 0.19
0.23 0.13 -0.22
0.20 0.00 -0.23
0.08 -0.10 0.35
-0.18 0.59 -0.67
-0.23 -0.01 0.17
0.26 -0.03 -0.23
-0.08 0.16 -0.01
-0.18 -0.22 0.23
-0.04 -0.81 1.28
-0.13 -0.03 0.20
-0.32 -0.17 0.35
-0.53 0.66 -0.36
0.38 0.05 -0.53
0.22 -0.63 0.67
-0.08 -0.12 0.21
-0.09 0.00 0.07
-0.06 -0.13 0.25
0.03 0.12 -0.05
-0.04 -0.06 0.07
-0.06 0.01 0.04
-0.04 0.03 -0.07
0.09 0.08 -0.08
0.07 -0.08 0.00
0.08 0.03 -0.09
0.08 0.03 -0.14
-0.01 0.06 -0.07
-0.07 0.02 0.06
-0.03 -0.02 0.09
-0.10 0.03 0.13
0.08 0.03 -0.10
0.03 -0.01 -0.13
0.00 0.07 -0.04
0.13 -0.17 0.09
0.01 -0.09 0.02
-0.08 0.00 0.09
-0.09 0.06 -0.10
0.04 0.04 -0.07
-0.19 0.05 0.16
0.06 0.08 -0.08

ORCA calculation (ωB97M-V/def2-TZVPD) on the molecule C15H24N2O3.

Summary:
- largest force on an atom (eV Å⁻¹) = 0.779
- SMILES = CCCOC[C@H](O)C[C@H](Cc1ccccc1)C(=O)NN
- total charge = 0
- spin multiplicity = 1
- LUMO (eV) = 0.7
- gap between HOMO and LUMO (hartree) = 0.3543
- total energy (eV) = -25066.715
- energy above the lowest of the compared OMol25 structures with the same formula, charge and spin (kcal/mol) = 52.1

Last column: Löwdin charge in e.
CARTESIAN COORDINATES (ANGSTROEM)
O (-1.15393, -1.27181, 1.10174)  0.08
O (2.34954, -0.30230, -0.98421)  -0.14
O (-0.57083, -0.90502, -3.05291)  -0.02
N (-3.56074, -2.55054, 1.25472)  0.04
N (-3.21142, -1.59058, 0.28085)  -0.01
C (-2.60858, 1.43188, -0.11432)  -0.10
C (0.15538, -0.68842, -1.86171)  -0.36
C (4.54855, -2.29682, -0.74762)  -0.10
C (-2.73664, 1.21822, 2.38235)  -0.05
C (-2.11183, 1.75992, 1.26625)  -0.23
C (-2.01746, -0.95233, 0.31116)  -0.49
C (3.70665, 0.04839, -1.13436)  -0.23
C (-1.00768, 2.58092, 1.45152)  -0.04
C (1.63124, -0.41388, -2.18443)  -0.18
C (-1.90620, 0.18452, -0.69533)  -0.22
C (-2.26066, 1.48019, 3.65398)  -0.08
C (4.59632, -1.08111, -1.66428)  -0.24
C (-0.43691, 0.44710, -1.02205)  -0.10
C (-1.15327, 2.29202, 3.82742)  -0.09
C (-0.53016, 2.84506, 2.72267)  -0.08
H (2.00877, -1.23455, -2.81139)  0.13
H (0.13974, 0.51637, -0.10051)  0.12
H (5.12090, -3.11965, -1.16937)  0.07
H (4.95920, -2.05097, 0.22879)  0.07
H (-2.96258, -2.36804, 2.06299)  0.08
H (-3.97189, -1.29687, -0.31242)  0.14
H (4.03090, 0.32508, -0.12764)  0.13
H (3.79653, 0.92968, -1.78985)  0.12
H (0.08673, -1.62431, -1.30135)  0.16
H (0.33254, 3.48276, 2.85047)  0.10
H (-0.34499, 1.38651, -1.57494)  0.13
H (-3.31393, -3.48265, 0.91509)  0.08
H (-3.60411, 0.58506, 2.25656)  0.11
H (-2.75478, 1.04778, 4.51186)  0.10
H (3.51859, -2.61674, -0.61168)  0.07
H (-0.77854, 2.49400, 4.82008)  0.10
H (-2.43281, 2.27533, -0.78601)  0.12
H (5.61727, -0.70169, -1.73835)  0.11
H (-2.42311, -0.11092, -1.61543)  0.14
H (-0.51726, 3.01930, 0.59427)  0.11
H (4.27367, -1.36277, -2.66867)  0.10
H (-0.53180, -0.09841, -3.58154)  0.10
H (1.71461, 0.52365, -2.76546)  0.14
H (-3.68501, 1.24664, -0.07697)  0.12

Cartesian forces, eV/Å:
0.31 0.02 0.15
-0.21 -0.09 0.09
-0.09 0.02 -0.42
0.08 -0.03 0.03
-0.43 -0.50 0.06
0.05 -0.13 0.05
0.49 0.39 0.47
0.02 0.12 -0.22
0.00 0.06 0.02
-0.15 0.18 -0.04
-0.23 -0.16 -0.42
0.36 0.06 -0.14
-0.03 0.00 0.00
-0.21 -0.23 -0.16
0.22 0.17 -0.01
-0.03 -0.04 0.08
-0.37 0.06 0.25
-0.14 -0.59 -0.06
0.03 0.01 0.10
0.10 0.05 0.03
-0.04 0.10 0.04
0.01 0.12 -0.01
0.04 -0.11 0.04
0.04 -0.03 0.14
-0.13 -0.02 -0.22
0.19 0.11 0.14
0.06 0.05 -0.09
-0.04 -0.04 0.11
0.05 0.06 0.00
0.06 0.05 0.01
0.03 0.08 -0.03
0.09 0.34 0.05
-0.10 -0.07 -0.04
-0.04 -0.03 0.07
-0.06 -0.10 0.05
0.02 0.02 0.07
-0.06 -0.03 -0.03
0.00 0.05 -0.08
0.01 0.02 0.10
0.05 0.04 -0.11
0.08 0.05 -0.07
-0.02 -0.06 0.00
-0.03 -0.07 0.02
0.01 0.08 -0.03

ORCA calculation (ωB97M-V/def2-TZVPD) on a structure of composition C15H24N2O6V.

Summary:
- largest force on an atom (eV Å⁻¹) = 2.159
- total charge = +2
- spin multiplicity = 4
- LUMO (spin up / spin down) (eV) = -6.0 / -6.0
- gap between HOMO and LUMO (spin up / spin down) (hartree) = 0.3132 / 0.3145
- total energy (eV) = -56882.498
- <S²> = 3.7568

Last column: Löwdin charge in e.
CARTESIAN COORDINATES (ANGSTROEM)
V (0.30582, -0.08526, -1.05723)  0.99
O (1.51013, 2.03814, 5.53362)  -0.02
O (1.92046, -0.99540, -1.96303)  -0.24
O (-1.25850, 4.23316, 3.39974)  0.12
O (1.09807, -1.11032, 0.58019)  -0.23
O (-0.98773, -1.66798, -1.11651)  -0.23
O (-0.27411, 0.05359, -3.08296)  -0.22
N (0.04124, 2.44613, 3.88085)  0.10
N (-0.91554, 1.09566, -0.08751)  -0.08
C (0.92650, -0.05809, -3.88315)  -0.09
C (0.11789, -2.09215, 0.97384)  -0.10
C (2.58971, -1.99697, -1.18319)  -0.10
C (2.44051, -1.55746, 0.27276)  -0.09
C (-0.83755, 3.13220, 3.12418)  -0.45
C (-2.59604, 2.70454, 1.43145)  0.06
C (-0.58566, -2.72632, -0.22292)  -0.10
C (-2.17134, 1.36271, -0.48571)  -0.07
C (-1.29396, 2.44647, 1.85534)  -0.07
C (-1.34007, -0.87764, -3.36894)  -0.10
C (-0.48816, 1.65299, 1.06314)  -0.04
C (-3.03885, 2.15255, 0.24124)  0.01
C (1.83205, -1.18028, -3.38472)  -0.10
C (-1.30743, -2.10356, -2.45327)  -0.10
C (0.53790, 2.96520, 5.14025)  -0.23
H (2.81573, -1.10270, -3.85064)  0.16
H (-2.47838, 0.93096, -1.42849)  0.11
H (-1.29180, -1.19925, -4.40917)  0.15
H (-0.60997, -1.54598, 1.57343)  0.15
H (-2.26988, -0.33074, -3.22582)  0.13
H (-1.46219, -3.27986, 0.11713)  0.16
H (3.64827, -2.05033, -1.44321)  0.16
H (0.54119, 1.45237, 1.34290)  0.13
H (1.43549, 0.89910, -3.76907)  0.15
H (-0.56202, -2.83098, -2.78477)  0.13
H (-2.28533, -2.58742, -2.46037)  0.16
H (3.07189, -0.68562, 0.44407)  0.15
H (-0.28479, 3.04036, 5.86004)  0.14
H (0.07552, -3.41776, -0.75073)  0.13
H (1.87292, 2.28502, 6.38878)  0.11
H (2.14131, -2.97639, -1.37001)  0.14
H (0.94000, 3.96982, 4.98108)  0.14
H (0.32374, 1.50524, 3.66560)  0.14
H (-3.22507, 3.34166, 2.03942)  0.14
H (-4.03799, 2.33909, -0.12595)  0.13
H (2.74638, -2.35179, 0.95308)  0.15
H (0.57559, -2.86866, 1.58676)  0.15
H (0.67456, -0.19996, -4.93379)  0.15
H (1.41951, -2.16812, -3.60771)  0.14

Cartesian forces, eV/Å:
1.06 -0.23 -0.85
0.10 -0.15 -0.09
0.41 -0.15 -0.20
-0.14 -0.01 0.02
0.21 -0.26 0.09
-0.10 -0.36 -0.10
0.02 -0.17 -0.28
0.04 0.00 -0.12
-1.33 1.35 1.04
0.26 -0.12 0.00
-0.38 -0.15 -0.06
-0.05 -0.17 0.30
0.23 -0.01 -0.20
0.33 -0.19 0.03
0.13 -0.06 -0.05
0.18 -0.09 0.22
-0.05 0.05 0.05
-0.16 0.17 -0.03
-0.19 -0.18 0.18
-0.13 0.05 0.21
0.01 0.03 0.01
-0.23 0.05 -0.25
0.03 0.06 -0.28
-0.17 0.34 0.13
0.02 0.03 0.06
-0.02 -0.03 0.02
-0.01 0.03 -0.02
0.08 0.02 0.05
0.05 0.08 -0.02
-0.01 0.01 0.00
0.00 0.06 -0.02
0.00 -0.02 0.03
-0.07 0.03 -0.04
0.04 0.01 0.09
0.00 -0.01 0.02
-0.03 -0.02 0.09
0.04 -0.06 -0.01
-0.04 0.03 -0.09
-0.01 0.03 0.06
-0.04 0.05 -0.08
0.04 -0.05 -0.03
-0.09 -0.05 0.03
0.00 0.03 -0.02
0.01 -0.02 -0.01
-0.05 0.00 0.02
0.03 0.04 0.03
-0.04 0.02 0.01
0.03 -0.01 0.09

ORCA calculation (ωB97M-V/def2-TZVPD) on the molecule C15H24N4O.

Summary:
- largest force on an atom (eV Å⁻¹) = 3.566
- SMILES = Cc1cc(=O)[nH]c(NN=C2CCC(C(C)(C)C)CC2)n1
- total charge = 0
- spin multiplicity = 1
- LUMO (eV) = 0.5
- gap between HOMO and LUMO (hartree) = 0.3155
- total energy (eV) = -23952.012
- energy above the lowest of the compared OMol25 structures with the same formula, charge and spin (kcal/mol) = 11.3

Last column: Löwdin charge in e.
CARTESIAN COORDINATES (ANGSTROEM)
O (-0.30517, 5.00484, 3.02345)  0.06
N (2.56639, 2.52467, 0.40894)  0.02
N (3.13214, 3.16282, 2.60117)  0.12
N (1.10740, 3.91343, 1.68642)  0.21
N (1.67782, 2.32008, -0.61707)  0.08
C (1.49099, 1.12192, -1.15237)  -0.26
C (2.82897, 3.70504, 3.87805)  -0.28
C (0.99026, -1.08935, -0.18902)  -0.11
C (0.75751, 4.46381, 2.90472)  -0.51
C (-1.41081, -2.13529, -0.57238)  -0.56
C (-0.27093, -1.22287, -1.17385)  -0.25
C (-2.08706, -1.55692, 0.67773)  -0.06
C (-0.80707, -3.48482, -0.11362)  -0.07
C (3.84880, 3.61463, 4.98392)  -0.04
C (2.11103, -0.15961, -0.75566)  -0.13
C (2.27969, 3.23132, 1.60926)  -0.32
C (0.41900, 1.00702, -2.23063)  -0.13
C (1.60124, 4.32928, 4.03100)  0.02
C (-2.48147, -2.37241, -1.66386)  -0.06
C (-0.75022, 0.16464, -1.66456)  -0.15
H (-3.17210, -1.52082, -1.71470)  0.08
H (3.46476, 4.17062, 5.86106)  0.08
H (-0.07571, -3.38292, 0.67760)  0.07
H (-0.30479, -3.98482, -0.97725)  0.10
H (3.49258, 2.14461, 0.38518)  0.13
H (2.81380, -0.00861, 0.03340)  0.09
H (1.44910, -2.05477, -0.00681)  0.10
H (-1.51128, 0.01855, -2.44833)  0.12
H (-1.32228, -1.43759, 1.49116)  0.09
H (0.84075, 0.53793, -3.11772)  0.11
H (0.43441, 3.77228, 0.96628)  0.14
H (-2.02806, -2.50898, -2.62330)  0.07
H (0.10490, -1.72894, -2.05827)  0.13
H (-1.15343, 0.76184, -0.84816)  0.11
H (0.62442, -0.69301, 0.78626)  0.12
H (4.05613, 2.59294, 5.28504)  0.07
H (-1.61121, -4.11736, 0.26568)  0.08
H (-2.45623, -0.52719, 0.51134)  0.08
H (1.29664, 4.66862, 5.02364)  0.12
H (-3.06008, -3.28986, -1.45848)  0.09
H (0.13942, 2.06241, -2.52837)  0.13
H (4.77226, 4.12266, 4.64682)  0.09
H (-2.89195, -2.20352, 1.00293)  0.08
H (2.68324, -0.65252, -1.54288)  0.13

Cartesian forces, eV/Å:
-2.24 1.11 -0.39
0.30 0.39 1.79
0.43 -0.06 0.42
1.75 -1.00 0.18
-1.61 -1.57 -0.97
0.30 2.56 0.31
-1.65 0.36 -1.91
-1.15 0.56 -0.71
-1.02 0.14 0.64
0.35 -0.05 0.05
0.71 0.22 1.27
1.26 1.35 0.20
0.02 -0.09 -1.31
-0.25 0.84 -0.21
-0.46 -0.50 0.68
0.58 -0.73 -0.43
0.21 1.27 0.37
3.22 -1.29 0.82
-0.24 -0.12 0.94
0.41 -0.08 -0.21
0.10 -0.23 -0.06
0.21 -0.34 -0.43
0.10 0.16 0.18
-0.38 0.14 0.61
0.23 -0.41 0.10
0.59 0.18 0.68
-0.13 -0.18 0.03
0.15 0.21 0.38
-0.78 -0.36 -0.47
0.11 -0.18 -0.08
-0.63 0.31 -0.45
0.33 -0.06 -0.72
0.06 -0.33 -0.27
-0.37 -0.14 0.10
0.38 -0.13 -0.60
0.14 -0.14 -0.16
0.06 -0.13 -0.13
-0.17 -0.54 -0.04
-0.19 0.13 -0.67
0.11 0.42 0.07
-0.03 -1.25 0.40
-0.31 -0.45 0.18
-0.16 -0.05 0.16
-0.34 0.06 -0.34

Question: total energy of number 1 (C15H24Cl4F8O3)?
Answer: -93901.833 eV